No. 1
Computed, not measured: a structure of composition C4H5Br2N in a non-equilibrium geometry, with wB97M-V/def2-TZVPD.

As for the total charge: 0. The energy relative to the best compared isomer or geometry (same formula, charge and spin) is 4.5 kcal per mole. Its multiplicity is 1. The LUMO energy is 0.53 eV. The value obtained for the orbital gap is 10.4 eV.

Last column: Mulliken charge in e.
Geometry (Å):
1 C 0.964 0.211 -0.254  -0.07
2 C -0.201 -0.100 -1.079  -0.50
3 C -0.461 -0.155 1.430  -0.57
4 C -1.251 -0.144 0.068  0.19
5 N 0.832 0.210 0.966  -0.52
6 Br -2.536 -1.685 -0.023  -0.12
7 Br -2.361 1.469 0.028  -0.07
8 H 1.876 0.443 -0.775  0.40
9 H -0.583 0.710 -1.847  0.30
10 H -0.298 -1.104 -1.602  0.31
11 H -0.925 0.686 2.025  0.29
12 H -0.336 -0.996 2.074  0.36

No. 2
Computed, not measured: the ion C4H5Br2N2 with charge +1 in a non-equilibrium geometry, with wB97M-V/def2-TZVPD.

As for the total charge: +1. The energy relative to the best compared isomer or geometry (same formula, charge and spin) is 9.6 kcal per mole. Its multiplicity is 1. The LUMO energy is -4.30 eV. As for the SMILES: Cn1c(Br)c[nH+]c1Br. The value obtained for the orbital gap is 9.1 eV.

Last column: Mulliken charge in e.
Geometry (Å):
1 C -1.638 -0.945 0.348  -0.32
2 C -0.300 -1.207 -0.019  0.20
3 C -0.413 0.981 0.521  0.25
4 C 1.782 0.249 -0.487  -0.71
5 N 0.468 -0.057 0.012  0.13
6 N -1.631 0.430 0.616  0.02
7 Br 0.188 -2.922 -0.402  0.00
8 Br 0.036 2.797 0.338  -0.03
9 H -2.538 -1.535 0.104  0.40
10 H 1.809 1.411 -0.613  0.20
11 H 2.657 0.054 0.217  0.30
12 H 1.989 -0.270 -1.456  0.35
13 H -2.409 1.014 0.822  0.20

No. 3
Computed, not measured: a structure of composition C4H5BrN2 in a non-equilibrium geometry, with wB97M-V/def2-TZVPD.

As for the total charge: 0. The energy relative to the best compared isomer or geometry (same formula, charge and spin) is 136.6 kcal per mole. Its multiplicity is 1. The LUMO energy (spin up / spin down) is -1.29 / -1.36 eV. The value obtained for the orbital gap (spin up / spin down) is 7.0 / 6.6 eV.

Last column: Mulliken charge in e.
Geometry (Å):
1 C 1.569 1.001 0.902  -0.22
2 C -0.381 1.435 -0.422  -0.14
3 C 0.548 -1.161 0.544  -0.19
4 C -0.288 -0.943 -0.749  -0.36
5 N 1.364 -0.193 0.805  -0.16
6 N -0.826 0.313 -0.572  -0.13
7 Br -3.174 -0.025 -0.141  -0.38
8 H 2.340 1.694 0.872  0.33
9 H -1.083 2.280 -0.029  0.26
10 H 0.629 -1.883 1.276  0.49
11 H 0.353 -0.921 -1.647  0.30
12 H -1.052 -1.596 -0.838  0.21

No. 4
Computed, not measured: an isolated molecule of C4H5BrN2 in a non-equilibrium geometry, with wB97M-V/def2-TZVPD.

As for the total charge: 0. The energy relative to the best compared isomer or geometry (same formula, charge and spin) is 115.8 kcal per mole. Its multiplicity is 1. The LUMO energy (spin up / spin down) is -0.72 / -0.73 eV. The value obtained for the orbital gap (spin up / spin down) is 7.1 / 7.1 eV.

Last column: Mulliken charge in e.
Geometry (Å):
1 C 2.395 -0.513 -0.441  0.27
2 C 1.113 -0.382 0.065  -0.59
3 C 0.486 -0.044 -2.133  0.16
4 C -1.048 0.513 -0.297  -0.79
5 N 2.607 -0.357 -1.716  -0.53
6 N 0.197 0.025 -0.859  0.11
7 Br -0.211 1.177 -3.458  -0.14
8 H 3.271 -0.699 0.348  0.27
9 H 0.847 -0.370 1.050  0.40
10 H -0.799 0.951 0.777  0.28
11 H -1.331 1.218 -1.003  0.32
12 H -1.857 -0.275 -0.187  0.25